# 1
DFT (ωB97M-V/def2-TZVPD) results for a 2-piece molecular cluster, C3H5NO overall at a distorted geometry.

```
10
Properties=species:S:1:pos:R:3:forces:R:3
C -1.400 1.235 0.108 3.9 -0.3 0.9
C 1.303 -1.193 0.273 6.7 -4.3 1.4
C -0.708 0.176 -0.271 -0.2 -4.0 -1.0
N 0.722 -0.093 -0.068 -6.7 6.4 -2.1
O 1.474 0.936 -0.317 0.4 -0.3 0.1
H -2.384 1.385 -0.068 -2.8 0.3 -0.7
H -0.828 1.989 0.663 -0.3 -0.1 -0.1
H 2.443 -1.041 0.237 -2.0 -0.5 0.1
H 0.998 -2.198 0.428 -1.2 -0.1 -0.1
H -1.620 -1.196 -0.984 2.2 2.9 1.5
```
Positions in Å, forces in eV/Å.

The calculation puts the HOMO-LUMO gap (alpha / beta) at 7.1209 / 8.5091 eV. The calculation puts the HOMO energy (alpha / beta) at -6.7 / -10.4 eV. As for the max |F|: 0.1844 Eh/bohr. Its total charge is 0. Its spin multiplicity is 3. As for the expectation value of S²: 2.02. The value obtained for the energy above the lowest of the compared OMol25 structures with the same formula, charge and spin is 107.5 kcal per mole.

Results of the Mulliken charge analysis, in e, for atoms 1 through 5: atom 1 (C): -0.65, atom 2 (C): -0.49, atom 3 (C): -0.14, atom 4 (N): 0.29, atom 5 (O): -0.36

# 2
DFT (ωB97M-V/def2-TZVPD) results for an isolated molecule of C3H5NO2 at a distorted geometry.

```
11
Properties=species:S:1:pos:R:3:forces:R:3
C -0.819 0.957 1.083 -0.6 -0.3 1.6
N -1.258 0.291 -0.030 1.1 0.4 0.2
C -0.459 -0.876 -0.536 -0.2 2.3 -0.4
C 1.008 -0.487 -0.697 0.3 -1.4 0.4
O 1.610 -0.511 -1.734 -0.3 0.4 -0.4
O -0.077 0.548 1.944 0.2 -0.3 -0.4
H -1.356 1.904 1.255 0.0 0.2 -0.4
H -1.462 1.040 -0.681 -0.3 -0.7 -0.7
H -0.493 -1.664 0.206 -0.4 -0.4 -0.2
H -0.888 -1.031 -1.523 0.1 -0.9 0.1
H 1.547 -0.397 0.257 0.0 0.5 0.1
```
Positions in Å, forces in eV/Å.

The calculation puts the HOMO-LUMO gap at 10.3636 eV. The calculation puts the HOMO energy at -9.7 eV. As for the max |F|: 0.0464 Eh/bohr. Its total charge is 0. As for the structure (SMILES): O=CCNC=O. The value obtained for the energy above the lowest of the compared OMol25 structures with the same formula, charge and spin is 31.1 kcal per mole.

Results of the Mulliken charge analysis, in e, for atoms 1 through 5: atom 1 (C): 0.02, atom 2 (N): -0.28, atom 3 (C): -0.44, atom 4 (C): 0.07, atom 5 (O): -0.45

# 3
DFT (ωB97M-V/def2-TZVPD) results for an isolated molecule of C3H5NO2.

```
11
Properties=species:S:1:pos:R:3:forces:R:3
N 1.667 0.801 0.130 -0.1 -0.3 -0.2
C 1.422 -0.043 -0.774 0.1 0.2 0.1
O 0.310 -0.806 -0.954 0.0 0.1 0.0
C -0.639 -0.779 0.098 -0.2 0.0 0.2
C -1.212 0.600 0.414 -0.2 0.0 0.3
O -1.612 0.886 1.516 0.1 -0.1 -0.6
H 0.906 0.887 0.803 0.3 0.1 0.1
H 2.146 -0.246 -1.564 -0.2 0.0 0.1
H -0.232 -1.222 1.015 -0.1 0.1 -0.1
H -1.476 -1.391 -0.250 0.1 0.0 0.0
H -1.279 1.311 -0.435 0.0 -0.1 0.1
```
Positions in Å, forces in eV/Å.

The calculation puts the HOMO-LUMO gap at 11.0392 eV. The calculation puts the HOMO energy at -10.3 eV. As for the max |F|: 0.0113 Eh/bohr. Its total charge is 0. As for the structure (SMILES): [H]/N=C\OCC=O. The value obtained for the energy above the lowest of the compared OMol25 structures with the same formula, charge and spin is 42.3 kcal per mole.

Results of the Mulliken charge analysis, in e, for atoms 1 through 5: atom 1 (N): -0.63, atom 2 (C): 0.20, atom 3 (O): -0.33, atom 4 (C): -0.48, atom 5 (C): -0.01

# 4
DFT (ωB97M-V/def2-TZVPD) results for an isolated molecule of C3H5NO2 at a distorted geometry.

```
11
Properties=species:S:1:pos:R:3:forces:R:3
C 0.144 -0.118 0.748 1.9 3.5 -1.9
C 0.102 -0.339 -0.725 1.7 0.8 -0.9
C -0.886 0.569 -0.093 -1.3 -2.2 0.5
N -2.318 -0.026 0.032 3.3 1.3 0.2
O -3.145 0.762 -0.316 -1.7 0.0 -0.2
O -2.429 -1.138 0.482 -0.7 -0.3 -0.2
H -0.316 -0.878 1.218 -0.6 -2.4 2.6
H 0.976 0.602 1.051 -1.4 -1.6 0.4
H 0.917 0.182 -1.255 -0.7 -0.4 0.0
H -0.106 -1.324 -1.124 -0.5 0.2 0.1
H -0.936 1.616 -0.125 -0.1 1.0 -0.6
```
Positions in Å, forces in eV/Å.

The calculation puts the HOMO-LUMO gap at 11.5446 eV. The calculation puts the HOMO energy at -10.9 eV. As for the max |F|: 0.0868 Eh/bohr. Its total charge is 0. As for the structure (SMILES): O=[N+]([O-])C1CC1. The value obtained for the energy above the lowest of the compared OMol25 structures with the same formula, charge and spin is 109.9 kcal per mole.

Results of the Mulliken charge analysis, in e, for atoms 1 through 5: atom 1 (C): -0.59, atom 2 (C): -0.49, atom 3 (C): -0.19, atom 4 (N): 0.91, atom 5 (O): -0.58

# 5
DFT (ωB97M-V/def2-TZVPD) results for a 2-piece molecular cluster, C3H5NO2 overall at a distorted geometry.

```
11
Properties=species:S:1:pos:R:3:forces:R:3
O -1.083 -2.713 0.119 0.2 0.2 -0.3
C -0.473 -1.921 -0.495 -0.1 -0.8 -0.7
N -0.437 -0.406 0.992 0.1 0.5 0.2
C -0.086 0.780 0.711 -0.2 -0.1 0.1
C 0.765 1.022 -0.485 -0.1 0.2 0.0
O 0.093 -1.382 -1.376 -0.4 -0.7 0.4
H -1.204 -0.518 1.649 0.2 0.3 0.3
H -0.040 0.911 -1.218 0.5 0.1 -0.7
H -0.536 1.657 1.180 0.0 0.0 0.2
H 1.515 0.245 -0.656 -0.3 0.3 0.0
H 1.186 2.019 -0.595 0.0 0.0 0.4
```
Positions in Å, forces in eV/Å.

The calculation puts the HOMO-LUMO gap at 11.2150 eV. The calculation puts the HOMO energy at -10.4 eV. As for the max |F|: 0.0208 Eh/bohr. Its total charge is 0. As for the structure (SMILES): [H]/N=C/C.O=C=O. The value obtained for the energy above the lowest of the compared OMol25 structures with the same formula, charge and spin is 19.8 kcal per mole.

Results of the Mulliken charge analysis, in e, for atoms 1 through 5: atom 1 (O): -0.45, atom 2 (C): 0.79, atom 3 (N): -0.48, atom 4 (C): 0.10, atom 5 (C): -0.96

# 6
DFT (ωB97M-V/def2-TZVPD) results for C3H5NO2 as an isolated structure at a distorted geometry.

```
11
Properties=species:S:1:pos:R:3:forces:R:3
C -0.312 -0.278 0.655 -1.0 -0.2 3.0
C 0.073 0.675 -0.425 2.3 4.1 3.8
C 0.026 0.338 -1.748 -1.4 -12.5 1.4
H -0.351 1.249 2.214 -1.4 -3.7 -0.7
H -1.212 -0.702 2.767 2.7 4.1 -3.8
H 0.280 1.821 -0.343 -1.9 -1.9 1.3
H -0.463 -0.785 -2.118 1.8 3.7 1.0
H 0.166 1.110 -2.180 -0.4 9.1 -7.8
N -0.675 0.201 1.915 -0.6 0.8 2.8
O -0.382 -1.468 0.506 0.1 -0.9 -1.4
O 1.330 0.403 -1.086 -0.2 -2.6 0.4
```
Positions in Å, forces in eV/Å.

The calculation puts the HOMO-LUMO gap at 10.3758 eV. The calculation puts the HOMO energy at -9.9 eV. As for the max |F|: 0.2459 Eh/bohr. Its total charge is 0. The value obtained for the energy above the lowest of the compared OMol25 structures with the same formula, charge and spin is 140.8 kcal per mole.

Results of the Mulliken charge analysis, in e, for atoms 1 through 5: atom 1 (C): 0.41, atom 2 (C): 0.26, atom 3 (C): -0.48, atom 4 (H): 0.25, atom 5 (H): 0.34

# 7
DFT (ωB97M-V/def2-TZVPD) results for an isolated molecule of C3H5NO2.

```
11
Properties=species:S:1:pos:R:3:forces:R:3
C -1.690 0.106 -0.269 -0.1 0.1 0.0
C -0.321 0.609 0.135 0.1 0.2 0.1
O -0.082 1.729 0.528 0.0 -0.5 -0.2
N 0.664 -0.371 0.006 0.1 -0.1 0.0
C 2.019 -0.255 0.280 0.1 -0.1 0.0
O 2.772 -1.186 0.113 -0.2 0.4 0.1
H -1.673 -0.230 -1.312 0.0 0.1 0.2
H -2.431 0.898 -0.154 0.2 -0.1 0.0
H -1.973 -0.751 0.353 0.0 0.1 -0.1
H 0.392 -1.284 -0.333 0.0 0.1 0.0
H 2.323 0.735 0.653 -0.1 -0.1 -0.1
```
Positions in Å, forces in eV/Å.

The calculation puts the HOMO-LUMO gap at 10.9471 eV. The calculation puts the HOMO energy at -10.3 eV. As for the max |F|: 0.0100 Eh/bohr. Its total charge is 0. As for the structure (SMILES): CC(=O)NC=O. The value obtained for the energy above the lowest of the compared OMol25 structures with the same formula, charge and spin is 0.5 kcal per mole.

Results of the Mulliken charge analysis, in e, for atoms 1 through 5: atom 1 (C): -1.11, atom 2 (C): 0.76, atom 3 (O): -0.56, atom 4 (N): -0.15, atom 5 (C): 0.06

# 8
DFT (ωB97M-V/def2-TZVPD) results for a 2-piece molecular cluster, C3H5NO2 overall.

```
11
Properties=species:S:1:pos:R:3:forces:R:3
O -2.341 0.331 1.309 -0.2 0.3 0.0
C -1.092 -0.001 0.810 0.3 0.0 0.0
C 1.043 -0.770 -1.253 0.1 -0.1 0.2
N 1.736 -0.849 -0.192 -0.1 0.1 -0.4
C -0.137 0.914 0.751 0.4 0.6 -0.1
O 0.610 1.812 0.628 -0.6 -0.7 0.2
H -2.648 1.120 0.847 -0.1 -0.2 0.1
H -0.886 -1.046 0.624 0.0 0.2 0.0
H 0.356 -1.584 -1.498 0.2 0.1 0.0
H 1.055 0.079 -1.947 0.1 -0.1 0.1
H 2.304 -0.006 -0.078 0.0 -0.2 0.0
```
Positions in Å, forces in eV/Å.

The calculation puts the HOMO-LUMO gap at 9.0330 eV. The calculation puts the HOMO energy at -8.7 eV. As for the max |F|: 0.0183 Eh/bohr. Its total charge is 0. As for the structure (SMILES): O=C=CO.C=N. The value obtained for the energy above the lowest of the compared OMol25 structures with the same formula, charge and spin is 78.4 kcal per mole.

Results of the Mulliken charge analysis, in e, for atoms 1 through 5: atom 1 (O): -0.50, atom 2 (C): -0.34, atom 3 (C): -0.39, atom 4 (N): -0.54, atom 5 (C): 0.58